{"formula": "C3H6O3", "method": "ωB97M-V/def2-TZVPD", "spin_multiplicity": 1, "smiles": "O=COCCO", "total_charge": 0, "lumo_energy_ev": 0.797, "de_lowest_kcal_mol": 23.5, "orbital_gap_ev": 11.0, "species": ["O", "C", "C", "O", "C", "O", "H", "H", "H", "H", "H", "H"], "coordinates": [[-1.267, 1.143, 0.643], [-1.249, -0.234, 0.390], [0.136, -0.867, 0.356], [1.011, -0.637, -0.772], [1.441, 0.595, -1.018], [1.055, 1.617, -0.502], [-0.448, 1.507, 0.269], [-1.860, -0.495, -0.492], [-1.696, -0.751, 1.248], [-0.009, -1.950, 0.391], [0.653, -0.548, 1.267], [2.232, 0.620, -1.780]], "forces_ev_per_angstrom": [[-0.2, -0.1, 0.2], [0.0, -0.2, -0.1], [-0.3, 0.0, 0.5], [0.0, 0.3, -0.3], [0.0, 0.3, 0.1], [0.3, -0.4, -0.1], [-0.1, 0.2, 0.0], [0.3, 0.0, 0.1], [-0.2, 0.1, -0.1], [0.3, 0.2, -0.2], [0.1, 0.0, -0.1], [-0.1, -0.4, 0.0]]}